(1)
Molecular formula: C2H6CsO
Method: DFT, ωB97M-V/def2-TZVPD

Each line ends with the Löwdin charge.
Geometry (Å):
H: -0.073 -1.280 -0.837  0.071
O: 0.678 1.180 -0.812  -0.079
H: -0.754 1.284 0.697  0.122
H: -1.052 -1.376 0.611  0.078
H: -1.592 -0.445 -0.769  0.083
Cs: 2.768 -1.263 1.334  1.081
H: 0.024 1.565 -1.405  0.102
H: 0.726 0.427 1.068  -0.012
C: -0.012 0.600 0.285  -0.358
C: -0.714 -0.691 -0.172  -0.086

Atomic forces in eV per Å
0.1583 0.1478 0.0386
0.0954 0.0421 0.3399
0.0888 0.0844 0.1294
0.0131 0.3398 0.2275
-0.0189 0.0673 0.0302
0.2078 -0.1280 -0.1008
0.1356 0.0156 -0.0498
-0.1015 0.1572 0.0401
-0.7125 -0.5236 -0.6145
0.1339 -0.2027 -0.0406

2S+1 ... 1
Highest occupied orbital energy ... -14.07 eV
Relative energy (zero: lowest compared OMol25 entry of this formula, charge and spin) ... 12.2 kcal/mol
HOMO-LUMO gap ... 0.376 hartree
M ... 178.974 u
Charge ... +1
DFT total energy ... -174.96003 a.u.

(2)
Molecular formula: C7H22CaN4O7
Method: DFT, ωB97M-V/def2-TZVPD

Each line ends with the Löwdin charge.
Geometry (Å):
C: -0.195 -0.914 -3.227  -0.401
O: 2.731 -0.436 1.572  -0.080
H: 2.559 2.247 4.413  0.103
O: 3.135 0.752 -1.483  -0.272
N: 1.044 -0.722 -2.786  -0.224
H: 3.981 1.214 -1.368  0.094
H: 3.527 1.134 5.432  0.102
N: 1.148 0.764 2.707  0.028
H: 1.858 2.049 -0.190  0.068
H: 1.036 1.376 -1.705  0.054
C: -2.690 -0.640 -2.688  -0.096
C: 2.385 0.229 2.584  -0.545
H: 1.796 0.775 5.139  0.105
O: -1.894 -0.105 -0.119  -0.196
H: -2.662 -0.536 -0.570  0.059
O: 3.210 0.409 3.599  0.015
O: 1.955 -0.714 -3.862  -0.149
N: -0.828 -0.368 -1.036  -0.226
C: -1.249 -0.643 -2.276  -0.408
C: 2.716 1.200 4.711  -0.035
H: -0.465 -0.396 -5.288  0.077
H: 2.206 -2.633 1.308  0.049
H: -2.136 3.267 1.523  0.060
H: -3.242 0.217 -2.274  0.069
H: 1.276 -3.501 0.376  0.073
H: -2.753 -0.559 -3.780  0.067
H: -0.285 -0.299 1.818  0.106
O: 1.683 -2.624 0.482  -0.145
H: 0.937 1.467 3.419  0.134
H: 2.224 2.686 -1.837  0.095
Ca: 1.512 -0.367 -0.427  1.308
C: 1.961 1.792 -1.260  -0.115
H: -3.206 -1.574 -2.406  0.070
C: -0.420 -1.290 -4.645  -0.082
H: 0.388 -1.937 -5.009  0.069
H: -0.495 1.317 1.656  0.063
H: -2.567 1.868 1.026  0.045
N: 0.225 0.571 1.622  0.020
O: -2.098 2.321 1.752  -0.076
H: -1.372 -1.821 -4.753  0.061
H: 2.799 -0.408 -3.477  0.058

Atomic forces in eV per Å
-3.4190 0.9690 1.5141
-0.1680 1.3623 2.3845
0.1149 -0.2781 0.0530
-1.2707 2.2672 0.2693
1.3781 0.0436 2.4708
-0.4963 -0.0847 0.0599
-0.1954 0.1766 0.0641
-0.3869 0.3264 -0.1902
0.2327 -0.1710 -0.3446
0.3981 -0.2705 -0.0125
0.1031 -0.2665 -0.2531
-0.2999 -0.7698 -1.9344
0.3621 0.0306 -0.1578
-1.9077 -0.1534 -0.1499
0.6323 0.4861 1.0097
-0.2012 0.3742 0.4583
1.5470 0.2305 -0.8847
2.3068 0.2907 2.0591
1.6376 -0.7132 -4.1648
0.5380 -0.2875 0.0813
0.1398 -0.2667 -0.0861
-0.2960 -0.1137 -0.5182
-0.0234 -0.5760 0.1287
0.0340 -0.1742 -0.1105
0.1767 0.5493 -0.0661
-0.0670 -0.0410 0.3632
0.0316 0.3172 -0.2523
0.1838 -0.4717 0.5849
-0.0396 -0.6782 -0.5790
-0.0925 -0.2426 0.2946
-2.1886 -2.6662 -0.6671
2.2620 0.7523 -1.1729
-0.3398 0.0749 0.0529
-0.5576 -0.1078 -0.5113
-0.2421 0.1606 0.0348
0.4551 -0.3338 -0.1368
0.3858 -0.1267 0.1235
0.1305 -0.0220 0.7276
-0.2162 0.6099 -0.3402
0.1712 0.0245 -0.1038
-0.8136 -0.2305 -0.0979

2S+1 ... 1
Highest occupied orbital energy (spin up / spin down) ... -2.69 / -2.68 eV
Relative energy (zero: lowest compared OMol25 entry of this formula, charge and spin) ... 0.0 kcal/mol
HOMO-LUMO gap (spin up / spin down) ... 0.088 / 0.088 hartree
M ... 314.352 u
DFT total energy ... -1703.05569 a.u.